1.
Molecular formula: C19H19ClN4O2W
Method: DFT, ωB97M-V/def2-TZVPD

DFT total energy = -44359.3227 eV
frontier orbital gap (spin up / spin down) = 2.9 / 2.3 eV
LUMO (spin up / spin down) = -17.45 / -18.02 eV
max |F| = 11.318 eV/A
relative energy (zero: lowest compared OMol25 entry of this formula, charge and spin) = 7.0 kcal per mole
⟨S²⟩ = 2.02

The geometry in ORCA input format:
```
! RIJCOSX wB97M-V def2-TZVPD def2/J DEFGRID3
* xyz 4 3
N -1.61638 4.37872 1.02287
C -0.56346 4.84316 0.82148
C 0.70740 5.42273 0.41229
H 0.47217 6.29500 -0.22247
H 1.32357 4.69669 -0.16119
H 1.34794 5.73878 1.26513
N 4.25728 -2.69490 -0.53418
C 5.18032 -3.40531 -0.57750
C 6.34563 -4.25836 -0.73619
H 7.02579 -3.81057 -1.46318
H 6.04979 -5.24027 -1.11142
H 6.86890 -4.38138 0.21475
N -4.67258 -0.53292 0.68426
C -4.55218 -1.63328 0.32376
C -4.54289 -3.01505 -0.11549
H -3.94404 -3.62069 0.57719
H -4.08117 -3.07171 -1.11187
H -5.58148 -3.37793 -0.10375
W 0.07677 0.01292 -0.97399
C 0.62936 -1.44217 0.58799
O 0.61662 -2.18878 1.49280
C 1.80382 0.04732 0.31209
O 2.64179 0.42119 1.05768
C 0.48405 1.28361 -2.53496
C -0.90801 1.26913 -2.30042
C -1.59857 0.04910 -2.17683
C -0.89926 -1.16945 -2.32464
C 0.48588 -1.15633 -2.58249
C 1.16820 0.06136 -2.69193
H 1.07025 2.20593 -2.54782
H -1.41180 2.21197 -2.11534
H -2.65186 0.02281 -1.89741
H -1.41600 -2.10533 -2.44439
H 0.99593 -2.04334 -2.93305
H 2.20905 0.03808 -3.02050
Cl -0.33596 3.50952 3.54840
C -0.74785 2.01132 2.85339
C -1.55921 1.17960 3.60266
C -2.05567 0.02854 3.00772
C -1.61348 -0.33222 1.74837
N -0.75268 0.45398 1.06241
C -0.26154 1.58709 1.61638
H -1.83374 1.50907 4.58725
H -2.77735 -0.60557 3.49602
H -1.90357 -1.31089 1.32589
H 0.52023 2.11885 1.06019
*
```

Löwdin population analysis, charges in e, atoms 1 to 6:
1. N 0.211
2. C -0.244
3. C -0.018
4. H 0.130
5. H 0.094
6. H 0.127

2.
Molecular formula: C19H19ClN6O8RuS3
Method: DFT, ωB97M-V/def2-TZVPD

DFT total energy = -92941.3282 eV
frontier orbital gap (spin up / spin down) = 5.8 / 6.6 eV
LUMO (spin up / spin down) = 2.32 / 0.88 eV
max |F| = 1.032 eV/A
relative energy (zero: lowest compared OMol25 entry of this formula, charge and spin) = 39.1 kcal per mole
⟨S²⟩ = 8.78

The geometry in ORCA input format:
```
! RIJCOSX wB97M-V def2-TZVPD def2/J DEFGRID3
* xyz -1 6
Ru -0.05691 -0.42445 -0.24424
N -3.49426 -0.60048 3.19969
C -2.59317 -0.66912 2.14233
S -1.16492 -1.62739 2.70185
N -2.90095 -0.14159 1.03903
N -2.09213 -0.13169 -0.05475
C -2.67030 0.31289 -1.18157
C -1.92957 0.27840 -2.36511
C -2.40767 0.72406 -3.61656
C -1.58644 0.67722 -4.70953
C -0.28509 0.16363 -4.58880
C 0.13355 -0.27355 -3.34775
N -0.64384 -0.20676 -2.26656
H -3.07846 -0.73589 4.10962
H -4.06997 0.22542 3.15894
H -3.70090 0.64443 -1.15193
H -3.41879 1.10453 -3.68634
H -1.94468 1.02971 -5.66919
H 0.37662 0.09300 -5.43993
H 1.11115 -0.71617 -3.20327
O 0.01178 -1.47760 1.78722
S 1.88709 -1.52416 -0.71366
O 2.04513 -2.14498 -2.02627
O 2.88915 -0.49945 -0.39285
C 2.19029 -2.91119 0.41617
C 3.45740 -2.94118 0.97871
C 3.83992 -4.01992 1.75915
C 2.95015 -5.06000 1.99168
C 1.67815 -5.02104 1.44473
C 1.28892 -3.94866 0.65068
S -0.37476 -4.05518 -0.02258
O -1.25495 -4.18529 1.13489
O -0.35069 -5.22865 -0.86604
O -0.56406 -2.79471 -0.75694
H 4.11883 -2.10375 0.79409
H 4.83256 -4.04637 2.19262
H 3.24847 -5.90450 2.60150
H 0.96249 -5.81429 1.62245
Cl 0.98009 3.15643 4.45392
C 1.40631 2.55357 2.82893
C 0.40852 1.53804 2.24581
O -0.76582 1.54198 2.61999
O 0.96046 0.84711 1.33730
H 2.39619 2.11429 2.86828
H 1.42213 3.41254 2.15918
C -1.06974 5.36331 0.21612
N -0.44055 4.19943 -0.37487
C 0.64053 4.19270 -1.22806
C 0.90167 2.87983 -1.49175
N 0.00085 2.09395 -0.82351
C -0.78872 2.90808 -0.16727
H -0.77017 6.24885 -0.33774
H -0.77549 5.48263 1.25935
H -2.15273 5.26742 0.17024
H 1.12254 5.10302 -1.54425
H 1.67814 2.44653 -2.10262
H -1.59337 2.60501 0.48951
*
```

Löwdin population analysis, charges in e, atoms 1 to 6:
1. Ru 1.340
2. N 0.051
3. C -0.625
4. S 1.078
5. N 0.033
6. N -0.170

3.
Molecular formula: C19H19F4N2
Method: DFT, ωB97M-V/def2-TZVPD

DFT total energy = -33853.8914 eV
frontier orbital gap = 8.5 eV
structure (SMILES) = CN1CC[N+](C)=C1CC(c1cc(F)cc(F)c1)c1cc(F)cc(F)c1
LUMO = -3.68 eV
max |F| = 3.225 eV/A

The geometry in ORCA input format:
```
! RIJCOSX wB97M-V def2-TZVPD def2/J DEFGRID3
* xyz 1 1
C -2.51690 1.61392 -1.69063
N -1.14073 2.02532 -1.56240
C -0.77642 3.42108 -1.62819
C 0.72398 3.39912 -1.47170
N 1.03057 1.97153 -1.45558
C 2.39142 1.53493 -1.27581
C -0.10129 1.20594 -1.33357
C -0.25613 -0.23025 -0.86953
C -0.60619 -0.92005 0.56677
C -0.80290 -2.46287 0.61930
C 0.26384 -3.37186 0.75051
C 0.12109 -4.64949 0.20353
F 1.23506 -5.44900 0.05246
C -1.08046 -5.13206 -0.29679
C -2.18133 -4.31294 -0.10507
F -3.42741 -4.77310 -0.46310
C -2.07939 -3.00757 0.38500
C 0.24554 -0.27695 1.61741
C -0.23192 0.84617 2.30220
C 0.69444 1.73994 2.82365
F 0.24453 2.97333 3.23858
C 2.06246 1.50168 2.82963
C 2.47563 0.28621 2.26860
F 3.83230 0.05158 2.21455
C 1.60454 -0.60694 1.67677
H -2.68110 0.66428 -1.17971
H -3.16631 2.37709 -1.24913
H -2.76273 1.48660 -2.75221
H -1.07838 3.84968 -2.58679
H -1.27288 3.98892 -0.83657
H 1.25887 3.87847 -2.28480
H 1.02334 3.88240 -0.53672
H 2.53469 0.60885 -1.83338
H 3.04292 2.29823 -1.70358
H 2.64607 1.35952 -0.22370
H 0.74363 -0.70325 -0.96034
H -0.97897 -0.72850 -1.50972
H -1.64554 -0.53342 0.65544
H 1.24967 -3.10301 1.12621
H -1.19129 -6.15469 -0.64984
H -2.95225 -2.37398 0.41206
H -1.28266 1.09646 2.25685
H 2.74788 2.16032 3.33879
H 2.04067 -1.43163 1.12054
*
```

Löwdin population analysis, charges in e, atoms 1 to 6:
1. C 0.006
2. N -0.091
3. C -0.088
4. C -0.082
5. N -0.075
6. C 0.000

> Look up the DFT total energy of the first one.

-44359.3227 eV